No. 1
Computed, not measured: a molecular structure, C35H37FMgP2, with wB97M-V/def2-TZVPD.

Charge   0
LUMO energy   -0.185 eV
HOMO energy   -7.332 eV
Kohn-Sham gap   7.147 eV

Last column: Mulliken charge in e.
Positions of all 76 atoms, in Å:
Mg  2.066  -0.296  -0.044  0.805
C  -2.667  -0.035  6.703  -0.610
C  -2.490  -0.105  5.379  -0.282
C  -3.096  0.976  4.484  -0.752
C  -2.051  1.794  3.718  0.178
C  -0.985  2.381  4.608  -0.577
C  -1.086  2.766  5.892  -0.268
C  -2.159  2.511  6.919  -0.842
C  -2.208  1.096  7.575  -0.463
C  2.411  -0.253  2.055  -1.131
H  -3.164  -0.835  7.258  0.356
H  -1.895  -0.886  4.863  0.304
H  -3.682  1.645  5.139  0.351
H  -3.777  0.485  3.758  0.407
H  -1.616  1.156  2.930  -0.241
H  -2.602  2.602  3.207  0.368
H  -0.075  2.621  4.052  0.409
H  -0.308  3.449  6.248  0.344
H  -3.152  2.818  6.561  0.349
H  -1.942  3.182  7.763  0.373
H  -1.213  0.832  7.978  0.268
H  -2.897  1.152  8.426  0.387
H  2.606  -1.327  2.195  0.252
H  1.483  0.025  2.573  0.167
H  3.258  0.236  2.549  0.378
P  0.176  -2.209  -1.933  0.645
P  2.164  0.372  -2.498  0.738
C  -0.430  -0.633  -2.556  -0.820
C  0.419  0.356  -2.913  -1.040
C  -0.504  -3.362  -3.234  0.076
C  -1.624  -3.027  -4.008  -0.015
C  -2.096  -3.898  -4.993  -0.616
C  -1.454  -5.117  -5.214  -0.457
C  -0.330  -5.458  -4.456  -0.532
C  0.158  -4.580  -3.487  -0.445
C  -1.089  -2.356  -0.599  0.345
C  -1.005  -1.364  0.396  0.201
C  -1.661  -1.570  1.611  -0.750
C  -2.648  -2.559  1.715  -0.394
C  -2.865  -3.445  0.650  -0.760
C  -2.041  -3.381  -0.481  -0.437
C  2.837  0.962  -4.076  0.496
C  2.601  0.113  -5.173  -0.629
C  2.944  0.556  -6.443  -0.572
C  3.526  1.821  -6.599  -0.488
C  3.746  2.659  -5.501  -0.582
C  3.410  2.231  -4.218  -0.347
C  2.230  1.794  -1.329  -0.088
C  3.383  1.971  -0.510  -0.035
C  3.520  3.153  0.224  -0.812
C  2.514  4.121  0.184  -0.514
C  1.360  3.927  -0.585  -0.744
C  1.211  2.768  -1.339  -0.088
H  -1.518  -0.556  -2.672  0.642
H  0.085  1.205  -3.518  0.899
H  -2.134  -2.077  -3.854  0.197
H  -2.971  -3.618  -5.579  0.386
H  -1.835  -5.802  -5.968  0.366
H  0.167  -6.414  -4.622  0.376
H  1.053  -4.826  -2.914  0.422
H  -0.485  -0.409  0.231  0.246
H  -1.378  -0.990  2.492  0.212
H  -3.249  -2.652  2.624  0.412
H  -3.683  -4.171  0.681  0.372
H  -2.174  -4.092  -1.296  0.346
H  2.128  -0.860  -5.015  0.455
H  2.753  -0.088  -7.299  0.391
H  3.805  2.159  -7.594  0.358
H  4.176  3.651  -5.627  0.388
H  3.563  2.865  -3.342  0.337
H  4.185  1.219  -0.508  0.482
H  4.433  3.323  0.804  0.419
H  2.636  5.048  0.746  0.396
H  0.585  4.699  -0.613  0.417
H  0.334  2.638  -1.974  0.386
F  2.311  -2.086  -0.611  -0.771


No. 2
Computed, not measured: a molecular structure, C35H37N2O2SSc, with wB97M-V/def2-TZVPD.

Charge   0
LUMO energy (spin up / spin down)   0.007 / -0.059 eV
HOMO energy (spin up / spin down)   -6.044 / -4.526 eV
Kohn-Sham gap (spin up / spin down)   6.051 / 4.467 eV

Last column: Mulliken charge in e.
Positions of all 78 atoms, in Å:
Sc  -0.244  0.914  0.214  -1.503
C  -2.285  1.607  -2.552  -0.975
C  -2.403  2.920  -1.752  0.616
C  -1.877  4.078  -2.598  -1.889
C  -1.697  2.810  -0.396  0.438
C  -0.402  3.335  -0.166  0.082
C  0.191  3.220  1.092  -1.292
C  -0.416  2.503  2.119  1.008
C  0.311  2.326  3.427  -1.660
C  -1.718  2.001  1.900  -0.567
C  -2.341  2.175  0.664  -0.689
H  -2.554  1.766  -3.599  0.620
H  -2.945  0.839  -2.148  0.122
H  -1.258  1.250  -2.515  0.010
H  -3.460  3.106  -1.544  0.560
H  -0.869  3.866  -2.956  0.303
H  -1.862  5.008  -2.027  0.405
H  -2.518  4.221  -3.467  0.496
H  0.116  3.892  -0.932  0.634
H  1.152  3.682  1.269  0.346
H  0.413  3.285  3.938  0.396
H  1.315  1.940  3.243  0.313
H  -0.217  1.638  4.086  0.339
H  -2.261  1.535  2.711  0.437
H  -3.364  1.844  0.536  0.651
O  1.995  1.353  0.546  -0.498
S  2.321  0.985  -0.842  1.525
O  3.471  0.139  -0.982  -0.698
N  0.957  0.469  -1.483  -0.057
C  0.632  -0.876  -1.289  -1.195
C  1.405  -2.010  -1.429  -0.289
C  0.972  -3.379  -1.304  -0.720
C  -0.194  -4.019  -0.908  -1.056
C  -1.356  -3.382  -0.356  0.392
C  -2.685  -3.572  -0.592  -1.301
C  -3.567  -2.443  -0.403  -1.283
C  -3.135  -1.177  -0.197  -0.618
N  -1.748  -0.858  0.017  1.533
C  -0.946  -2.071  0.221  1.756
C  2.647  2.504  -1.711  0.125
C  1.898  2.875  -2.815  -0.325
C  2.199  4.061  -3.469  -0.508
C  3.255  4.848  -3.031  -0.512
C  4.018  4.453  -1.939  -0.699
C  3.709  3.279  -1.270  -0.609
H  2.434  -1.875  -1.731  0.595
H  1.738  -4.062  -1.660  0.367
H  -0.233  -5.095  -1.048  0.338
H  -3.070  -4.472  -1.055  0.485
H  -4.632  -2.606  -0.512  0.431
H  -3.831  -0.358  -0.058  0.284
H  1.104  2.222  -3.152  0.495
H  1.612  4.370  -4.324  0.436
H  3.493  5.768  -3.548  0.395
H  4.856  5.055  -1.614  0.406
H  4.286  2.953  -0.413  0.505
C  0.817  -0.982  1.783  -1.253
C  -0.211  -2.099  1.601  2.371
C  -1.332  -1.832  2.638  -1.973
C  -0.776  -1.247  -1.025  0.861
C  0.419  -3.448  1.951  -0.460
C  1.799  -3.613  1.996  -0.360
C  2.367  -4.816  2.392  -0.983
C  1.564  -5.886  2.749  -0.501
C  0.185  -5.743  2.694  -1.074
C  -0.377  -4.539  2.305  -0.040
H  0.328  0.005  1.745  -0.174
H  1.602  -1.007  1.036  0.334
H  1.270  -1.064  2.770  0.905
H  -1.669  -0.797  2.564  0.148
H  -0.960  -2.020  3.646  0.492
H  -2.196  -2.472  2.465  0.475
H  -1.238  -1.699  -1.904  0.556
H  2.454  -2.804  1.698  0.234
H  3.445  -4.917  2.418  0.418
H  2.009  -6.819  3.070  0.395
H  -0.457  -6.577  2.948  0.410
H  -1.455  -4.462  2.265  0.318


No. 3
Computed, not measured: a molecular structure, C35H37N6O6S6V, with wB97M-V/def2-TZVPD.

Charge   -2
LUMO energy (spin up / spin down)   3.945 / 3.944 eV
HOMO energy (spin up / spin down)   0.029 / -0.476 eV
Kohn-Sham gap (spin up / spin down)   3.916 / 4.421 eV

Last column: Mulliken charge in e.
Positions of all 91 atoms, in Å:
V  -0.102  -1.006  -0.238  -0.076
C  -4.334  -5.003  -0.605  -0.981
C  -4.683  -3.753  0.189  -0.729
N  -4.528  -2.537  -0.617  0.361
C  -5.726  -2.089  -1.329  -0.686
C  -5.672  -2.446  -2.807  -1.125
C  -3.341  -1.800  -0.714  -0.094
S  -1.937  -2.328  0.128  -0.071
N  -3.339  -0.721  -1.442  0.210
C  -2.328  0.170  -1.709  -0.432
O  -1.148  0.179  -1.370  -0.201
C  -2.763  1.315  -2.585  0.187
C  -1.823  2.283  -2.972  -0.360
C  -2.197  3.353  -3.790  -0.797
C  -3.515  3.466  -4.228  -0.267
C  -4.460  2.512  -3.850  -0.720
C  -4.086  1.442  -3.032  0.010
H  -4.398  -5.887  0.039  0.364
H  -3.323  -4.958  -1.019  0.177
H  -5.029  -5.150  -1.436  0.350
H  -4.099  -3.713  1.115  0.346
H  -5.720  -3.845  0.536  0.450
H  -5.858  -1.007  -1.209  0.418
H  -6.629  -2.537  -0.897  0.413
H  -4.802  -2.006  -3.304  0.218
H  -6.570  -2.078  -3.315  0.358
H  -5.625  -3.528  -2.954  0.368
H  -0.791  2.199  -2.634  0.621
H  -1.456  4.092  -4.081  0.407
H  -3.806  4.297  -4.864  0.343
H  -5.488  2.597  -4.189  0.381
H  -4.830  0.706  -2.744  0.259
O  0.283  -1.897  -1.527  -0.402
C  5.228  1.652  1.936  -1.095
C  4.210  0.877  2.720  1.025
C  3.256  0.092  2.061  0.339
C  2.278  -0.593  2.785  -0.127
C  2.229  -0.463  4.173  -0.163
C  3.178  0.312  4.845  -0.680
C  4.161  0.986  4.116  -0.928
S  0.983  -1.325  5.103  1.099
O  1.501  -1.497  6.449  -0.775
O  0.547  -2.474  4.344  -0.506
N  -0.273  -0.213  5.257  -0.336
C  -0.809  0.483  4.068  -0.589
C  -1.770  -0.382  3.286  -0.056
C  -1.708  0.131  1.857  0.463
O  -2.797  0.565  1.391  -0.809
O  -0.566  0.070  1.318  -0.469
H  5.401  1.199  0.954  -0.155
H  6.189  1.667  2.461  0.448
H  4.885  2.681  1.791  0.295
H  3.243  0.020  0.974  -0.362
H  1.529  -1.179  2.252  -0.087
H  3.152  0.402  5.927  0.410
H  4.884  1.604  4.643  0.370
H  -0.186  0.347  6.100  0.316
H  0.012  0.918  3.493  0.238
H  -1.362  1.356  4.442  0.395
H  -2.784  -0.299  3.695  0.220
H  -1.504  -1.441  3.283  0.018
S  6.827  2.628  -1.122  -0.677
C  5.417  2.381  -1.072  0.409
S  4.827  0.847  -0.723  -0.267
C  3.256  1.395  -0.857  0.100
N  3.206  2.708  -1.159  -0.873
N  4.404  3.291  -1.286  0.803
C  4.458  4.720  -1.611  0.673
C  3.242  5.426  -1.796  -0.287
C  3.231  6.790  -2.105  -0.613
C  4.427  7.488  -2.238  -0.338
C  5.637  6.824  -2.062  -0.757
C  5.660  5.462  -1.753  -0.436
S  1.824  0.366  -0.612  0.461
H  2.286  4.928  -1.704  0.481
H  2.290  7.308  -2.242  0.358
H  4.420  8.544  -2.476  0.346
H  6.568  7.367  -2.164  0.342
H  6.637  5.046  -1.637  0.214
S  1.206  -2.461  1.158  0.109
C  0.629  -3.823  0.380  -0.027
N  1.292  -4.311  -0.727  0.147
C  0.893  -5.422  -1.429  -0.391
C  -0.197  -6.102  -1.055  -0.735
C  -0.956  -5.665  0.093  -0.079
C  -0.586  -4.583  0.795  -0.647
H  2.121  -3.806  -1.022  0.227
H  1.499  -5.707  -2.282  0.370
H  -0.528  -6.981  -1.596  0.345
H  -1.835  -6.235  0.374  0.533
H  -1.142  -4.240  1.658  0.411


No. 4
Computed, not measured: C35H37NO7 in the gas phase, with wB97M-V/def2-TZVPD.

SMILES   COC(=O)CCCC1=CC2=C(c3ccccc3)C(=O)[C@@](C)(OC(=O)C3CCCC3)C(=O)C2=CN1Cc1ccc(OC)cc1
Charge   0
LUMO energy   0.143 eV
HOMO energy   -7.326 eV
Kohn-Sham gap   7.469 eV

Last column: Mulliken charge in e.
Positions of all 80 atoms, in Å:
C  -0.486  -0.141  -2.187  -0.515
H  -0.782  -0.445  -1.182  0.154
H  0.081  -0.954  -2.644  0.414
H  -1.361  0.098  -2.785  0.242
O  0.302  1.048  -2.155  -0.352
C  1.495  0.960  -1.577  0.606
O  1.928  -0.037  -1.058  -0.438
C  2.269  2.257  -1.724  -0.924
C  3.318  2.425  -0.629  -0.056
H  4.071  3.146  -0.952  0.483
H  3.807  1.463  -0.476  -0.126
C  2.721  2.924  0.698  -1.929
C  1.657  2.004  1.217  0.132
C  0.366  2.212  0.855  -1.364
C  -0.713  1.340  1.212  1.387
C  -2.001  1.507  0.758  0.697
C  -2.995  0.492  0.992  0.638
O  -4.059  0.404  0.401  -0.774
C  -2.713  -0.519  2.124  1.627
C  -1.246  -0.834  2.390  0.298
O  -0.918  -1.857  2.957  -0.730
C  -0.299  0.202  1.988  -0.478
C  1.009  0.056  2.342  -0.595
N  1.982  0.929  2.020  0.585
C  3.323  0.672  2.514  -1.878
C  4.197  -0.060  1.522  0.670
C  5.489  0.381  1.256  -0.367
C  6.292  -0.293  0.363  -0.776
C  5.817  -1.429  -0.296  0.824
C  4.529  -1.878  -0.025  -0.479
C  3.734  -1.198  0.879  -0.142
H  2.733  -1.556  1.060  0.280
H  4.127  -2.749  -0.514  0.400
O  6.681  -2.014  -1.167  -0.467
C  6.253  -3.154  -1.873  -0.827
H  5.376  -2.937  -2.491  0.326
H  6.025  -3.984  -1.197  0.332
H  7.087  -3.433  -2.515  0.240
H  7.294  0.044  0.150  0.427
H  5.872  1.262  1.753  0.348
H  3.222  0.062  3.418  0.541
H  3.796  1.612  2.806  0.461
H  1.287  -0.801  2.940  0.523
C  -3.339  0.022  3.413  -2.032
H  -3.207  -0.707  4.209  0.455
H  -4.401  0.187  3.247  0.474
H  -2.863  0.959  3.689  0.321
O  -3.387  -1.739  1.794  -0.461
C  -2.904  -2.299  0.689  0.068
O  -1.926  -1.874  0.118  -0.697
C  -3.753  -3.459  0.235  0.381
H  -4.042  -4.029  1.119  0.583
C  -3.021  -4.313  -0.806  -1.073
H  -3.345  -5.351  -0.731  0.385
H  -1.942  -4.267  -0.665  0.346
C  -3.456  -3.718  -2.142  -0.246
C  -4.935  -3.423  -1.917  -0.741
C  -4.990  -2.867  -0.490  -0.505
H  -4.927  -1.778  -0.502  0.005
H  -5.913  -3.139  0.019  0.353
H  -5.507  -4.352  -1.980  0.293
H  -5.340  -2.722  -2.645  0.393
H  -2.912  -2.788  -2.316  -0.063
H  -3.281  -4.392  -2.979  0.457
C  -2.396  2.668  -0.059  0.036
C  -3.014  2.500  -1.294  -0.373
C  -3.399  3.598  -2.040  -1.031
C  -3.176  4.880  -1.567  -0.472
C  -2.574  5.058  -0.332  -0.898
C  -2.191  3.962  0.418  -0.058
H  -1.745  4.105  1.393  0.470
H  -2.410  6.056  0.051  0.410
H  -3.477  5.737  -2.152  0.408
H  -3.877  3.454  -2.999  0.411
H  -3.194  1.503  -1.662  0.544
H  0.133  3.060  0.231  0.638
H  2.269  3.903  0.529  0.491
H  3.531  3.052  1.415  0.542
H  2.770  2.198  -2.694  0.458
H  1.570  3.091  -1.763  0.311